[1]
A cluster of 8 separate species, C48H61FN9O3 in total at a distorted geometry, computed with ωB97M-V/def2-TZVPD.

As for the net charge: +1. As for the largest force on an atom: 9.05 eV/Å. The calculation puts the energy at -2683.4680 Eh.

Geometry (Å):
1 C -0.45484 4.09778 -7.23362
2 C 0.80141 3.46382 -6.36653
3 C 0.57034 3.91552 -4.80345
4 C 1.99316 4.35846 -4.11669
5 O 2.19209 3.65518 -2.84949
6 C 2.18663 4.53524 -1.67676
7 N 0.96846 5.45138 -1.56886
8 C 1.30976 6.93558 -1.69954
9 C 2.39851 7.34628 -0.52858
10 N 3.38499 6.23136 -0.20771
11 C 3.62127 5.31697 -1.39602
12 F 4.20029 5.99264 -2.57295
13 C 4.73989 4.16832 -0.93203
14 C 6.00777 4.90005 -0.15193
15 C 7.21860 3.84648 0.23070
16 O 8.45109 4.06296 -0.57550
17 C 9.50725 4.70008 0.27227
18 C 10.57974 3.88561 1.20728
19 O 9.62484 6.05184 0.25989
20 H -1.10733 3.26572 -7.75097
21 H -1.18666 4.75826 -6.59260
22 H -0.00928 4.78656 -8.07099
23 H 0.71532 2.28858 -6.42652
24 H 1.86000 3.74637 -6.77956
25 H -0.17390 4.81528 -4.66324
26 H 0.12896 2.98346 -4.21780
27 H 2.03450 5.52378 -4.02329
28 H 2.87965 4.01234 -4.83680
29 H 2.08389 3.79511 -0.74245
30 H 0.58714 5.35308 -0.57819
31 H 0.16268 5.15352 -2.18714
32 H 0.30080 7.51301 -1.42793
33 H 1.62975 7.26220 -2.77506
34 H 1.82159 7.57243 0.49144
35 H 2.95953 8.34563 -0.79640
36 H 2.90969 5.61620 0.51644
37 H 4.26759 3.27572 -0.34221
38 H 5.19952 3.77253 -1.96032
39 H 5.61118 5.33163 0.88784
40 H 6.50295 5.75664 -0.81551
41 H 6.87264 2.72374 0.19085
42 H 7.52496 4.05622 1.35330
43 H 10.27104 2.76819 1.38344
44 H 11.69746 3.98160 0.81511
45 H 10.57176 4.40635 2.27295
46 N 2.96495 1.46555 0.35900
47 C 2.57240 0.18992 0.14918
48 C 2.35347 -0.72605 1.16565
49 C 2.55234 -0.31230 2.47857
50 C 2.95847 0.99485 2.72665
51 C 3.14819 1.83873 1.64416
52 H 2.43384 -0.08587 -0.89216
53 H 2.03609 -1.73759 0.93911
54 H 2.39197 -1.00250 3.30170
55 H 3.12256 1.34791 3.73842
56 H 3.46144 2.86927 1.78617
57 N 4.60285 -3.04315 1.65092
58 C 5.87486 -2.59716 1.55903
59 C 6.98657 -3.42269 1.61142
60 C 6.78448 -4.78943 1.77173
61 C 5.48616 -5.27890 1.87128
62 C 4.43812 -4.37500 1.80423
63 H 5.98061 -1.52298 1.43819
64 H 7.98570 -3.00999 1.52968
65 H 7.63153 -5.46764 1.81847
66 H 5.29521 -6.33858 1.99730
67 H 3.40641 -4.70832 1.87334
68 N 0.59491 -3.84481 0.91298
69 C -0.16176 -3.74664 -0.20199
70 C -1.52223 -4.00767 -0.23545
71 C -2.14687 -4.39722 0.94462
72 C -1.39395 -4.50918 2.10896
73 C -0.03972 -4.22337 2.04364
74 H 0.37198 -3.44255 -1.09771
75 H -2.08110 -3.91006 -1.15925
76 H -3.21155 -4.61158 0.95707
77 H -1.85088 -4.81099 3.04459
78 H 0.59000 -4.29261 2.92623
79 N -4.97665 -5.39400 3.16744
80 C -5.86534 -4.38551 3.30356
81 C -6.14720 -3.76434 4.50974
82 C -5.48115 -4.20504 5.64845
83 C -4.56146 -5.24314 5.54066
84 C -4.34430 -5.79904 4.29017
85 H -6.36153 -4.07962 2.38711
86 H -6.86883 -2.95690 4.56015
87 H -5.67682 -3.74331 6.61186
88 H -4.02637 -5.60982 6.40928
89 H -3.63354 -6.60930 4.15375
90 N -7.35293 -8.11362 1.73868
91 C -7.95240 -8.67817 0.66757
92 C -7.84332 -8.18787 -0.62388
93 C -7.07622 -7.04648 -0.83195
94 C -6.44800 -6.44120 0.25160
95 C -6.61337 -7.00772 1.50524
96 H -8.54244 -9.56453 0.88175
97 H -8.34466 -8.68361 -1.44738
98 H -6.96855 -6.63211 -1.83013
99 H -5.84376 -5.55038 0.12272
100 H -6.14025 -6.57436 2.38197
101 N -7.82804 -2.85235 0.43748
102 C -8.96993 -3.27320 -0.14931
103 C -9.24522 -3.11882 -1.49858
104 C -8.29460 -2.49119 -2.29665
105 C -7.10940 -2.04503 -1.72103
106 C -6.92328 -2.24824 -0.36309
107 H -9.68160 -3.75379 0.51568
108 H -10.17833 -3.47876 -1.91693
109 H -8.47558 -2.35106 -3.35837
110 H -6.34892 -1.55171 -2.31565
111 H -6.01323 -1.92126 0.13209
112 N -2.42454 1.44306 0.20392
113 C -1.20819 1.85686 0.62176
114 C -0.86732 3.18767 0.80316
115 C -1.82973 4.15580 0.53671
116 C -3.09116 3.76098 0.10309
117 C -3.33870 2.40574 -0.04510
118 H -0.49076 1.06423 0.81331
119 H 0.12457 3.46264 1.14347
120 H -1.59894 5.20920 0.66607
121 H -3.86285 4.49095 -0.11349
122 H -4.30889 2.04718 -0.37747

Atomic partial charges in e from the Löwdin method, atoms 1 to 8: -0.14, -0.23, -0.19, -0.19, -0.11, -0.19, 0.08, -0.10

[2]
A structure of composition C5H10N2O at a distorted geometry, computed with ωB97M-V/def2-TZVPD.

As for the net charge: 0. As for the largest force on an atom: 8.60 eV/Å. For the relative energy (zero: lowest compared OMol25 entry of this formula, charge and spin), the calculation gives 168.0 kcal/mol.

Geometry (Å):
1 C 0.88414 -1.02094 -1.52235
2 C 0.92307 -0.37586 -0.13863
3 C -1.34006 0.27236 -0.50734
4 C -1.99952 1.10421 0.70672
5 C -0.64581 1.39187 1.17600
6 H 0.57370 -2.10117 -1.37863
7 H 2.10225 -1.40988 -2.01200
8 H 0.35934 -0.42516 -2.26535
9 H 3.23187 -2.03517 1.23090
10 H -1.73568 -0.72536 -0.59952
11 H -1.64982 0.75300 -1.36219
12 H -2.67545 0.77911 1.51743
13 H -2.50189 2.14747 0.44668
14 H 0.06116 0.89940 2.16828
15 H -0.30055 2.49503 1.31235
16 N 1.99254 -0.53848 0.74297
17 N -0.14515 0.57387 0.01386
18 O 2.86586 -1.78431 0.47081

Atomic partial charges in e from the natural (NBO) method, atoms 1 to 8: -0.71, 0.40, -0.19, -0.44, -0.19, 0.25, 0.26, 0.23

[3]
A structure of composition C22H43BN8O3SbSi3V at a distorted geometry, computed with ωB97M-V/def2-TZVPD.

Its spin multiplicity is 4. As for the net charge: -1. As for the largest force on an atom: 2.30 eV/Å. For the relative energy (zero: lowest compared OMol25 entry of this formula, charge and spin), the calculation gives 1.5 kcal/mol. The expectation value of S² is 3.766.

Geometry (Å):
1 V -0.17054 -1.07874 -1.17594
2 C -0.70065 -4.43762 -3.58617
3 C -1.14534 -3.51819 -2.62468
4 N -0.22293 -2.58183 -2.43865
5 N 0.80060 -2.85620 -3.25910
6 C 0.54420 -3.97275 -3.96379
7 B 1.96504 -1.85155 -3.31759
8 N 2.54939 -1.70400 -1.90466
9 C 3.82747 -1.82598 -1.49972
10 C 3.87697 -1.54330 -0.15076
11 C 2.55010 -1.25289 0.19262
12 N 1.75710 -1.36352 -0.87112
13 N 1.31502 -0.49651 -3.67964
14 C 1.30702 0.18774 -4.83787
15 C 0.37061 1.19651 -4.73178
16 C -0.16940 1.04163 -3.44813
17 N 0.41224 0.02191 -2.82685
18 H -1.21843 -5.30380 -3.96053
19 H -2.06304 -3.50776 -2.06021
20 H 1.25479 -4.35964 -4.67529
21 H 2.79878 -2.16705 -4.11651
22 H 4.60453 -2.08160 -2.20056
23 H 4.73366 -1.56465 0.50068
24 H 2.15175 -0.97773 1.15545
25 H 1.96571 -0.08453 -5.64572
26 H 0.11569 1.93497 -5.47215
27 H -0.96303 1.58514 -2.96636
28 N 1.09764 -4.33625 -0.02004
29 C 0.59362 -3.83608 1.25277
30 C -0.77891 -3.13416 1.20094
31 O -1.56481 -3.47480 2.10989
32 N -1.05989 -2.18593 0.29437
33 C -2.45620 -1.76848 0.39372
34 C -2.96609 -1.11221 -0.89155
35 O -4.17412 -1.13110 -1.13439
36 O -2.07127 -0.52069 -1.59673
37 H 0.44290 -4.99707 -0.42076
38 H 1.97585 -4.82258 0.11770
39 H 1.33094 -3.13851 1.65390
40 H 0.46524 -4.63102 1.99499
41 H -2.58700 -1.00881 1.18242
42 H -3.10094 -2.60438 0.66438
43 C 1.38022 4.18489 2.00707
44 Si 1.57279 2.61679 0.94688
45 C 3.20697 1.85074 1.55302
46 C 1.92174 3.24719 -0.81241
47 Sb -0.34944 0.89845 0.60004
48 Si -0.64249 0.40263 3.15787
49 C 0.68702 -0.86551 3.63825
50 C -2.29300 -0.35359 3.70910
51 C -0.31886 1.91428 4.27688
52 Si -2.28141 2.63399 0.37411
53 C -2.22415 4.21599 1.44234
54 C -3.95453 1.83681 0.75902
55 C -2.33826 3.29253 -1.40984
56 H 2.25467 4.82554 1.87030
57 H 1.29346 3.95651 3.06998
58 H 0.49737 4.75527 1.72035
59 H 3.93752 2.63649 1.76006
60 H 3.62560 1.18648 0.79633
61 H 3.07737 1.26985 2.47074
62 H 2.85641 3.81137 -0.86487
63 H 1.11539 3.90084 -1.15653
64 H 1.98928 2.40872 -1.51137
65 H 0.50953 -1.80027 3.10149
66 H 0.64587 -1.08635 4.70768
67 H 1.69625 -0.51363 3.40638
68 H -2.31918 -1.40754 3.41981
69 H -3.15963 0.13830 3.26287
70 H -2.39136 -0.29485 4.79591
71 H 0.72940 2.21400 4.21886
72 H -0.53981 1.66192 5.31642
73 H -0.92996 2.77551 3.99873
74 H -2.07961 4.00338 2.50358
75 H -3.17125 4.74911 1.33002
76 H -1.42688 4.88636 1.11927
77 H -4.05430 1.62351 1.82583
78 H -4.08567 0.89990 0.21026
79 H -4.76650 2.50955 0.47217
80 H -1.33763 3.51238 -1.78979
81 H -2.92646 4.21163 -1.46390
82 H -2.80075 2.55482 -2.06947

Atomic partial charges in e from the natural (NBO) method, atoms 1 to 8: 0.90, -0.35, -0.03, -0.31, -0.31, -0.01, 0.54, -0.31

[4]
A structure of composition C4H8O2, computed with ωB97M-V/def2-TZVPD.

As for the net charge: 0. As for the largest force on an atom: 0.61 eV/Å. For the relative energy (zero: lowest compared OMol25 entry of this formula, charge and spin), the calculation gives 125.3 kcal/mol.

Geometry (Å):
1 C 1.55110 0.76492 0.18886
2 C 0.70016 -0.46210 -0.10032
3 O 0.01443 -0.93511 1.05040
4 C -1.28983 -0.43511 0.78721
5 C -1.14567 -0.29757 -0.72748
6 O -1.38816 0.82715 -1.40237
7 H 0.92804 1.59419 0.54483
8 H 2.29335 0.54350 0.96916
9 H 2.09003 1.09342 -0.70804
10 H 1.25399 -1.27459 -0.58797
11 H -1.46482 0.54172 1.25650
12 H -2.05672 -1.14762 1.10888
13 H -1.29068 -1.25544 -1.25747
14 H -0.17297 0.40690 -1.12008

Atomic partial charges in e from the natural (NBO) method, atoms 1 to 8: -0.67, -0.02, -0.53, -0.12, 0.14, -0.73, 0.22, 0.24

[5]
The molecule C7H11N at a distorted geometry, computed with ωB97M-V/def2-TZVPD.

As for the net charge: 0. As for the largest force on an atom: 7.45 eV/Å. For the relative energy (zero: lowest compared OMol25 entry of this formula, charge and spin), the calculation gives 219.2 kcal/mol. As for the SMILES: C1[C@H]2C[C@@H]2N[C@@H]2C[C@@H]12.

Geometry (Å):
1 C 0.16502 1.64994 0.19280
2 C 1.13699 0.72375 -0.11600
3 C 2.32426 -0.10157 -0.00890
4 C 1.07777 -0.89699 0.30023
5 C -1.08092 -0.48368 0.36298
6 C -2.37869 -0.18307 0.03844
7 C -1.16641 0.82075 -0.30223
8 H 0.09320 1.86408 1.19316
9 H 0.22786 2.68802 -0.59148
10 H 1.01482 0.46676 -1.06982
11 H 3.04042 -0.30160 0.73552
12 H 2.86210 -0.42706 -1.01934
13 H 0.77017 -1.29444 1.47511
14 H -0.02370 -2.37448 -0.49818
15 H -0.79745 -0.38270 1.45118
16 H -3.30388 -0.14641 0.80277
17 H -3.02285 -0.50606 -0.86249
18 H -0.90444 0.46152 -1.36007
19 N -0.06062 -1.31748 -0.43718

Atomic partial charges in e from the natural (NBO) method, atoms 1 to 8: -0.33, -0.27, -0.38, -0.05, -0.12, -0.38, -0.27, 0.21